{"formula": "C5H10NO", "method": "the ωB97M-V functional and the def2-TZVPD basis", "e_lumo_ev": -3.72, "total_charge": 1, "relative_energy_ev": 2.474, "homo_energy_ev": -13.27, "molar_mass_g_mol": 100.1, "energy_ev": -8876.106, "smiles": "[NH3+]/C=C/CCC=O", "gap_ev": 9.552, "elements": ["N", "C", "C", "C", "C", "C", "O", "H", "H", "H", "H", "H", "H", "H", "H", "H", "H"], "coordinates": [[0.1648, -2.7985, 0.7794], [-0.5987, -1.6441, 0.3077], [-0.0722, -0.4181, 0.3008], [-0.7205, 0.6426, -0.5857], [-0.2447, 2.0600, -0.1886], [1.2032, 2.3971, -0.4322], [2.0717, 1.5883, -0.2081], [0.2955, -3.4790, 0.0339], [1.0774, -2.4142, 1.0464], [-0.1423, -3.2882, 1.6172], [-1.5270, -1.8352, -0.2245], [1.0190, -0.2628, 0.3361], [-0.5747, 0.5962, -1.7277], [-1.8091, 0.4629, -0.4571], [-0.8651, 2.7972, -0.7319], [-0.6265, 2.1408, 0.8386], [1.3492, 3.4552, -0.7043]], "forces_ev_per_a": [[0.937, 0.459, 0.314], [-0.616, 1.288, -0.210], [1.147, -1.101, -3.272], [-0.410, 0.273, -0.651], [-2.393, -0.019, -0.352], [-0.596, -0.631, 1.418], [0.213, 0.500, -0.594], [0.088, -0.202, -0.095], [0.220, -0.272, -0.196], [-0.689, -0.045, 0.084], [-0.041, -0.410, 0.605], [-0.386, 0.023, 1.241], [0.328, -0.883, 1.732], [0.411, 0.859, -0.084], [0.262, -0.296, 0.093], [0.935, 0.610, 0.178], [0.590, -0.154, -0.212]]}

***

{"formula": "C5H10NO", "method": "the ωB97M-V functional and the def2-TZVPD basis", "e_lumo_ev": -3.34, "total_charge": 1, "relative_energy_ev": 1.555, "homo_energy_ev": -13.87, "molar_mass_g_mol": 100.1, "energy_ev": -8877.026, "smiles": "C=C([NH3+])CCC=O", "gap_ev": 10.526, "elements": ["C", "C", "N", "C", "C", "C", "O", "H", "H", "H", "H", "H", "H", "H", "H", "H", "H"], "coordinates": [[-1.9011, 0.5289, -0.0066], [-0.7800, -0.0038, -0.4723], [-0.3772, 0.2307, -1.8992], [0.0225, -1.0041, 0.2246], [0.7809, -0.3668, 1.4624], [1.8072, 0.6144, 0.8647], [1.7689, 0.9972, -0.2707], [-2.5158, 1.2510, -0.5133], [-2.2242, 0.1970, 0.9681], [0.6469, 0.2859, -1.9004], [-0.7547, -0.5051, -2.4945], [-0.7055, 1.1435, -2.2245], [-0.5849, -1.6938, 0.8207], [0.7662, -1.5787, -0.3195], [1.3927, -1.0984, 1.9999], [0.0867, 0.1404, 2.1301], [2.5715, 0.8618, 1.6306]], "forces_ev_per_a": [[0.585, -0.227, -0.120], [-1.420, -0.036, -0.913], [-0.005, 0.723, 0.860], [0.913, -0.702, 3.373], [0.988, 0.552, -2.333], [-0.719, -0.763, 2.013], [0.325, 0.186, -0.463], [-0.048, 0.117, -0.230], [-0.074, 0.175, 0.145], [0.158, -0.159, -0.155], [0.215, -0.036, -0.160], [-0.148, -0.137, -0.052], [-0.458, -0.290, -0.989], [-0.234, 0.107, -0.514], [-0.443, -0.101, 0.100], [0.115, 0.019, 0.144], [0.249, 0.572, -0.705]]}